[1]
A 4-piece molecular cluster, C37H77N4O4S overall, computed with ωB97M-V/def2-TZVPD.

Calculated values
M = 674.11 g mol⁻¹
LUMO = -3.03 eV
Charge = +1

Last column: Mulliken charge in e.
CARTESIAN COORDINATES (ANGSTROEM)
C 8.428 2.000 1.246  -1.24
C 8.889 0.890 0.298  -0.47
C 7.786 -0.121 -0.017  -0.32
C 8.311 -1.282 -0.872  -0.93
C 7.322 -2.461 -0.978  -0.52
C 7.715 -3.694 -0.134  -0.90
C 6.954 -3.798 1.211  -0.06
C 6.040 -5.036 1.332  -1.14
C 4.590 -4.680 1.665  -0.16
C 4.421 -3.972 3.015  -0.91
C 3.007 -3.380 3.141  -0.33
C 2.962 -1.944 2.596  -0.51
C 1.524 -1.449 2.358  -0.82
C 1.200 -1.188 0.878  -0.30
C 1.384 -2.469 0.059  -0.11
C 0.593 -2.565 -1.269  -1.16
N -0.472 -1.567 -1.407  0.12
C -0.218 -0.397 -2.311  -0.72
N 1.126 0.066 -2.467  -0.43
C -0.972 -1.195 -0.164  -1.04
N -2.231 -1.408 0.040  0.35
C -2.990 -1.198 1.287  -0.28
S -2.413 -2.146 2.694  -0.11
C -3.076 -3.794 2.335  -0.46
C -2.113 -4.691 1.554  -0.83
N -0.195 -0.651 0.838  1.24
C -0.186 0.821 0.820  -0.93
O -1.500 1.256 0.883  -0.06
C -1.671 2.617 0.455  -0.33
C -0.862 3.613 1.271  -0.43
C -1.027 3.379 2.792  -1.22
H 7.400 2.279 1.012  0.30
H 9.044 2.890 1.130  0.38
H 8.478 1.677 2.284  0.30
H 9.729 0.347 0.736  0.36
H 9.221 1.328 -0.645  0.30
H 7.010 0.386 -0.596  0.29
H 7.358 -0.505 0.913  0.21
H 8.536 -0.902 -1.870  0.36
H 9.259 -1.617 -0.447  0.39
H 7.228 -2.768 -2.020  0.49
H 6.344 -2.098 -0.653  0.12
H 7.500 -4.583 -0.727  0.39
H 8.786 -3.682 0.056  0.47
H 6.364 -2.891 1.349  -0.26
H 7.681 -3.849 2.022  0.41
H 6.390 -5.706 2.120  0.36
H 6.046 -5.602 0.400  0.51
H 3.989 -5.592 1.721  0.46
H 4.159 -4.055 0.875  -0.09
H 4.599 -4.697 3.808  0.44
H 5.134 -3.151 3.109  0.33
H 2.339 -3.989 2.523  0.05
H 2.633 -3.398 4.163  0.41
H 3.542 -1.894 1.674  0.09
H 3.429 -1.304 3.345  0.48
H 0.791 -2.164 2.734  0.25
H 1.345 -0.509 2.885  0.49
H 1.884 -0.397 0.554  0.22
H 1.159 -3.335 0.677  0.19
H 2.441 -2.521 -0.197  0.11
H 0.117 -3.548 -1.284  0.34
H 1.245 -2.548 -2.137  0.43
H -0.827 0.426 -1.930  0.23
H -0.616 -0.632 -3.295  0.42
H 1.628 0.215 -1.606  0.20
H 1.674 -0.463 -3.125  0.30
H -2.729 -1.772 -0.761  0.44
H -3.011 -0.143 1.537  -0.21
H -4.012 -1.506 1.071  0.74
H -3.259 -4.230 3.316  0.42
H -4.047 -3.718 1.848  0.31
H -2.231 -4.582 0.477  0.22
H -2.317 -5.733 1.805  0.43
H -1.082 -4.500 1.844  0.08
H 0.316 1.224 -0.072  0.55
H 0.392 1.142 1.692  0.30
H -1.424 2.655 -0.612  0.17
H -2.725 2.840 0.595  0.02
H -1.169 4.621 1.000  0.61
H 0.201 3.502 1.041  0.26
H -1.253 4.319 3.288  0.35
H -1.812 2.655 3.002  0.19
H -0.109 2.986 3.226  0.36
C -7.041 2.876 1.887  -0.60
C -6.549 1.532 1.358  -0.46
C -5.678 1.963 0.189  0.56
O -5.130 3.243 0.544  -0.46
C -5.811 3.753 1.697  -0.48
H -7.377 2.845 2.922  0.38
H -7.866 3.243 1.272  0.22
H -5.948 1.029 2.122  0.18
H -7.346 0.857 1.052  0.33
H -6.262 2.070 -0.721  0.06
H -4.854 1.269 -0.008  -0.19
H -5.140 3.687 2.562  0.25
H -6.054 4.801 1.529  0.30
C -1.243 4.623 -3.229  -0.36
C -1.080 5.260 -4.607  -0.66
C -0.249 6.493 -4.277  -0.47
O 0.566 6.139 -3.155  -0.44
C 0.113 4.910 -2.597  -0.07
H -1.476 3.559 -3.260  0.28
H -2.033 5.131 -2.670  0.26
H -0.520 4.591 -5.265  0.28
H -2.023 5.505 -5.092  0.36
H -0.886 7.337 -3.995  0.27
H 0.396 6.806 -5.098  0.29
H 0.840 4.126 -2.843  0.16
H 0.061 5.007 -1.511  0.09
C -9.321 -0.266 -3.378  -0.58
C -9.785 1.150 -3.044  -0.61
C -9.022 1.429 -1.758  -0.35
O -7.793 0.698 -1.852  -0.31
C -7.862 -0.219 -2.949  -0.51
H -9.442 -0.531 -4.427  0.34
H -9.870 -0.993 -2.777  0.26
H -9.473 1.843 -3.828  0.29
H -10.863 1.240 -2.921  0.35
H -9.575 1.073 -0.882  0.28
H -8.796 2.487 -1.617  0.26
H -7.223 0.153 -3.757  0.30
H -7.481 -1.189 -2.626  0.27

[2]
C37H81BBrInNO20P4 as an isolated structure, computed with ωB97M-V/def2-TZVPD.

Calculated values
M = 1189.47 g mol⁻¹
LUMO = -0.85 eV
Charge = -1

Last column: Mulliken charge in e.
CARTESIAN COORDINATES (ANGSTROEM)
C -2.557 -0.524 2.081  -0.68
C -1.169 -0.981 2.699  -0.37
B -0.041 -1.153 1.534  -0.62
O -0.208 -2.268 0.655  -0.19
In 1.674 0.365 1.476  1.22
C 3.026 -0.176 3.251  -1.11
C 2.066 -0.243 4.516  -0.36
C 2.965 -0.305 5.815  -0.51
Br 3.972 -2.013 5.781  -0.10
C 0.868 2.423 1.930  -1.14
C 0.447 3.273 0.666  0.33
C 0.590 4.822 1.059  -0.89
C -0.827 5.516 1.284  -0.62
C -1.648 5.578 -0.064  -0.65
C -3.195 5.340 0.075  -0.69
C -3.599 4.145 1.011  0.25
C -5.094 3.699 0.869  -0.49
O -5.193 2.940 -0.382  -0.35
C -5.791 1.693 -0.117  0.66
C -4.931 0.433 -0.455  -0.78
O -6.912 1.552 0.342  -0.56
C 2.978 0.234 -0.355  -0.95
C 2.533 -1.007 -1.258  -0.14
C 3.660 -1.470 -2.270  -0.31
N 3.697 -2.941 -2.476  -0.28
C 3.116 -3.361 -3.761  -1.11
C 1.593 -3.681 -3.498  0.83
C 0.659 -2.577 -3.626  -0.22
C -0.764 -2.687 -3.376  -0.82
C -1.271 -3.999 -2.972  -0.65
C -0.352 -5.117 -2.883  -0.61
C 1.087 -4.994 -3.140  0.39
O 1.978 -6.062 -3.053  -0.54
H -2.594 0.602 2.103  0.10
H -2.565 -0.862 1.006  0.04
H -3.452 -0.924 2.623  0.38
H -1.331 -1.953 3.266  0.28
H -0.850 -0.236 3.484  0.11
H -0.214 -3.059 1.233  0.19
H 3.746 0.677 3.331  0.31
H 3.499 -1.153 2.995  0.42
H 1.397 -1.128 4.383  0.14
H 1.448 0.695 4.487  0.22
H 3.656 0.578 5.761  0.31
H 2.322 -0.209 6.727  0.42
H -0.066 2.270 2.551  0.15
H 1.640 2.956 2.544  0.32
H -0.645 3.127 0.453  -0.16
H 1.095 3.124 -0.233  0.19
H 1.146 5.416 0.275  0.25
H 1.150 4.978 2.016  0.41
H -1.375 5.090 2.158  0.28
H -0.576 6.582 1.568  0.37
H -1.526 6.628 -0.464  0.39
H -1.157 4.918 -0.826  0.35
H -3.569 5.070 -0.959  0.26
H -3.779 6.261 0.355  0.32
H -2.891 3.280 0.928  -0.25
H -3.489 4.521 2.073  0.32
H -5.390 3.051 1.740  0.36
H -5.768 4.590 0.799  0.17
H -5.021 -0.256 0.426  0.22
H -5.358 -0.042 -1.373  0.36
H -3.863 0.740 -0.607  0.20
H 4.071 0.150 -0.085  0.33
H 2.842 1.150 -0.991  0.11
H 1.641 -0.627 -1.837  -0.01
H 2.204 -1.881 -0.636  0.10
H 3.510 -0.902 -3.233  -0.05
H 4.652 -1.122 -1.863  0.37
H 4.648 -3.297 -2.376  0.30
H 3.193 -2.579 -4.566  0.26
H 3.598 -4.290 -4.178  0.42
H 1.060 -1.570 -3.907  0.49
H -1.400 -1.779 -3.466  0.51
H -2.361 -4.081 -2.748  0.36
H -0.758 -6.116 -2.599  0.35
H 1.860 -6.670 -3.800  0.32
C 5.042 4.536 -0.846  -0.61
O 4.583 4.044 -2.094  -0.35
P 5.619 3.247 -3.186  1.07
O 5.867 2.175 -2.134  -0.59
O 6.783 4.402 -3.030  -0.35
C 6.510 5.783 -3.199  -0.74
O 6.633 2.488 -4.325  -0.36
C 6.873 1.096 -4.206  -0.35
H 4.327 4.237 -0.077  0.17
H 6.042 4.198 -0.578  0.37
H 5.018 5.634 -0.882  0.27
H 6.757 6.311 -2.276  0.25
H 5.467 5.979 -3.457  0.35
H 7.150 6.187 -3.989  0.28
H 5.940 0.551 -4.063  0.12
H 7.564 0.906 -3.384  0.23
H 7.332 0.760 -5.139  0.24
C -8.360 3.756 2.446  -0.57
O -9.770 3.835 2.571  -0.47
P -10.530 3.881 4.083  1.13
O -9.870 5.185 4.485  -0.64
O -9.652 2.621 4.665  -0.37
C -9.467 1.416 3.934  -0.72
O -11.528 3.757 5.448  -0.32
C -11.846 4.934 6.172  -0.59
H -8.046 4.484 1.697  0.24
H -7.832 3.924 3.384  0.40
H -8.089 2.772 2.041  0.25
H -8.400 1.260 3.770  0.23
H -9.982 1.423 2.972  0.37
H -9.835 0.572 4.525  0.28
H -12.171 5.728 5.501  0.31
H -10.987 5.252 6.763  0.25
H -12.670 4.693 6.848  0.23
C -1.964 0.131 -7.870  -0.63
O -0.598 0.196 -8.227  -0.48
P 0.155 -1.041 -9.110  1.17
O -0.741 -0.852 -10.320  -0.65
O -0.457 -2.224 -8.156  -0.42
C -0.412 -2.162 -6.733  -0.78
O 1.169 -2.199 -9.821  -0.30
C 1.260 -2.255 -11.235  -0.60
H -2.420 1.097 -8.097  0.24
H -2.507 -0.669 -8.372  0.34
H -2.033 0.003 -6.783  0.24
H -1.429 -2.197 -6.342  0.32
H 0.085 -1.263 -6.365  0.44
H 0.115 -3.037 -6.345  0.34
H 1.420 -1.263 -11.654  0.31
H 0.361 -2.712 -11.649  0.25
H 2.120 -2.880 -11.486  0.24
C 3.500 -8.987 4.995  -0.66
O 3.342 -7.989 5.981  -0.47
P 4.578 -6.878 6.335  1.16
O 4.576 -6.287 4.942  -0.63
O 5.728 -8.051 6.429  -0.36
C 5.539 -9.248 7.166  -0.75
O 5.699 -5.793 6.992  -0.36
C 5.870 -4.525 6.373  -0.30
H 2.603 -8.996 4.373  0.25
H 4.385 -8.850 4.375  0.34
H 3.543 -9.965 5.493  0.27
H 5.628 -10.101 6.491  0.24
H 4.570 -9.285 7.668  0.38
H 6.328 -9.341 7.918  0.28
H 4.906 -4.048 6.185  -0.22
H 6.438 -4.633 5.449  0.29
H 6.436 -3.895 7.063  0.32

[3]
A 11-piece molecular cluster, C37H81ClFN3O12S11 overall, computed with ωB97M-V/def2-TZVPD.

Calculated values
M = 1167.25 g mol⁻¹
LUMO = -0.66 eV
Charge = 0

Last column: Mulliken charge in e.
CARTESIAN COORDINATES (ANGSTROEM)
C -2.422 -1.890 1.392  -0.73
C -3.486 -1.388 2.437  -0.62
N -4.833 -1.077 1.875  -0.27
C -5.159 -1.834 0.703  -0.13
C -5.002 -1.330 -0.563  0.88
C -4.433 0.097 -0.860  -1.02
C -5.597 1.151 -1.095  0.21
C -6.499 1.325 0.188  -1.06
Cl -4.747 2.754 -1.443  -0.23
C -5.391 -2.244 -1.759  -0.21
O -4.771 -2.109 -2.796  -0.59
C -6.521 -3.301 -1.533  0.15
C -7.387 -3.761 -2.648  -0.13
C -7.149 -3.220 -4.106  -0.48
N -5.989 -4.002 -4.647  -0.68
C -8.447 -4.721 -2.321  0.19
S -9.579 -5.275 -3.662  -0.24
C -8.611 -5.218 -0.941  0.59
F -9.629 -6.131 -0.771  -0.36
C -7.762 -4.784 0.180  0.18
C -8.059 -5.348 1.602  -0.96
N -6.955 -6.160 2.178  -0.57
C -6.709 -3.818 -0.151  0.78
C -5.754 -3.270 0.938  -0.12
O -5.395 -3.854 1.934  -0.57
H -2.323 -1.152 0.548  0.05
H -1.433 -1.922 1.916  0.37
H -2.639 -2.892 0.944  0.29
H -3.503 -2.131 3.281  0.26
H -3.087 -0.414 2.846  0.35
H -4.879 -0.075 1.702  0.47
H -3.826 0.421 0.036  0.16
H -3.715 0.091 -1.729  0.35
H -6.187 0.928 -2.020  0.37
H -7.415 1.894 -0.141  0.37
H -6.002 1.952 0.974  0.30
H -6.824 0.322 0.586  0.25
H -8.025 -3.400 -4.774  0.45
H -6.908 -2.117 -4.071  0.04
H -5.360 -3.382 -5.167  0.29
H -5.472 -4.321 -3.819  0.33
H -10.349 -4.139 -3.849  0.17
H -8.933 -6.052 1.482  0.43
H -8.435 -4.550 2.310  0.23
H -7.393 -6.975 2.626  0.26
H -6.556 -5.649 2.975  0.22
C -0.781 1.899 4.260  -0.92
S 0.042 1.470 2.716  0.42
O -0.923 0.671 1.899  -0.52
C 1.212 0.320 3.449  -0.62
H -1.591 2.594 4.037  0.35
H -1.190 1.000 4.724  0.29
H -0.066 2.377 4.931  0.28
H 0.676 -0.477 3.967  0.35
H 1.856 0.856 4.148  0.25
H 1.821 -0.111 2.654  0.10
C -1.527 4.287 -5.613  -0.53
S -1.121 4.056 -3.873  0.52
O 0.361 4.183 -3.740  -0.63
C -1.520 2.299 -3.821  -0.95
H -1.317 5.321 -5.884  -0.13
H -0.920 3.620 -6.229  0.33
H -2.587 4.081 -5.771  0.35
H -0.912 1.759 -4.550  0.40
H -2.580 2.160 -4.037  0.26
H -1.303 1.927 -2.820  0.36
C -2.657 -1.386 -6.612  -1.01
S -4.371 -1.063 -6.158  0.82
O -5.207 -2.121 -6.794  -0.73
C -4.547 0.431 -7.151  -0.99
H -2.341 -2.310 -6.129  0.32
H -2.574 -1.495 -7.695  0.38
H -2.028 -0.564 -6.267  0.26
H -4.343 0.207 -8.199  0.36
H -3.855 1.193 -6.787  0.24
H -5.569 0.793 -7.049  0.32
C 2.339 6.479 -1.509  -0.97
S 1.952 5.007 -0.544  0.62
O 1.862 5.420 0.886  -0.66
C 3.554 4.211 -0.774  -0.92
H 1.481 7.148 -1.473  0.30
H 3.211 6.982 -1.086  0.35
H 2.533 6.193 -2.543  0.33
H 4.348 4.858 -0.398  0.32
H 3.707 4.003 -1.834  0.33
H 3.555 3.274 -0.218  0.28
C 5.018 2.383 6.542  -0.84
S 3.300 2.746 6.932  0.37
O 2.468 1.672 6.308  -0.54
C 3.175 4.206 5.882  -0.96
H 5.303 1.471 7.066  0.14
H 5.130 2.234 5.467  0.36
H 5.653 3.203 6.875  0.43
H 3.407 3.942 4.849  0.27
H 3.866 4.970 6.240  0.39
H 2.155 4.585 5.939  0.35
C 10.139 1.626 7.599  -0.97
S 8.891 1.119 6.401  0.44
O 7.928 2.247 6.250  -0.57
C 8.105 -0.111 7.453  -0.72
H 10.731 2.429 7.162  0.33
H 9.655 1.984 8.509  0.30
H 10.789 0.780 7.827  0.36
H 7.748 0.357 8.372  0.35
H 8.819 -0.901 7.687  0.45
H 7.261 -0.538 6.914  0.02
C 4.250 -2.384 6.043  -0.66
S 4.638 -2.637 7.783  0.53
O 6.124 -2.550 7.931  -0.61
C 4.197 -4.384 7.822  -1.00
H 4.487 -1.354 5.781  0.23
H 4.843 -3.060 5.426  0.09
H 3.187 -2.561 5.878  0.46
H 4.796 -4.935 7.095  0.28
H 3.136 -4.496 7.597  0.37
H 4.397 -4.768 8.822  0.34
C 0.926 7.274 -8.027  -0.88
S -0.792 7.651 -7.631  0.52
O -1.636 6.592 -8.251  -0.61
C -0.906 9.114 -8.678  -0.93
H 1.206 6.360 -7.504  0.29
H 1.035 7.126 -9.102  0.31
H 1.564 8.093 -7.693  0.34
H -0.681 8.849 -9.712  0.29
H -0.206 9.871 -8.323  0.36
H -1.922 9.502 -8.616  0.33
C 4.667 -1.851 0.445  -0.80
S 4.082 -2.767 1.878  0.39
O 3.882 -1.786 2.987  -0.47
C 5.634 -3.625 2.189  -1.02
H 3.861 -1.204 0.096  0.35
H 5.528 -1.240 0.721  0.32
H 4.939 -2.550 -0.345  0.23
H 6.433 -2.900 2.352  0.29
H 5.873 -4.263 1.336  0.43
H 5.515 -4.241 3.080  0.34
C 6.946 -2.847 -3.611  -0.96
S 6.514 -4.318 -2.664  0.44
O 6.420 -3.913 -1.230  -0.54
C 8.096 -5.152 -2.884  -0.98
H 6.104 -2.157 -3.577  0.31
H 7.825 -2.370 -3.176  0.31
H 7.143 -3.127 -4.646  0.39
H 8.902 -4.528 -2.495  0.31
H 8.255 -5.355 -3.944  0.39
H 8.068 -6.093 -2.335  0.32